<1>
38
Properties=species:S:1:pos:R:3:lowdin_charge:R:1 method="wB97M-V/def2-TZVPD" homo_energy_ev=-2.51 lumo_ev=4.439 total_charge=-2 orbital_gap_ev=6.95 molar_mass_g_mol=355.611
Zn -0.6170 -0.0839 -0.0356 0.651
C -2.3932 3.8577 -0.3915 -0.043
C -2.6455 2.4830 0.2285 -0.722
O -1.8177 1.5841 -0.1082 -0.082
O -3.6281 2.3912 0.9645 -0.030
H -1.4907 3.8901 -1.0186 0.060
H -2.2416 4.6298 0.3636 0.059
H -3.2020 4.1720 -1.0594 0.054
C -0.1809 -0.8587 4.1316 -0.030
C -1.3053 -0.6839 3.0964 -0.706
O -0.9023 -0.7267 1.8907 -0.084
O -2.4721 -0.5703 3.5026 -0.048
H -0.4949 -0.4122 5.0764 0.054
H 0.7283 -0.4053 3.7482 0.050
H -0.0291 -1.9274 4.2954 0.066
C 2.9949 0.7697 -1.3472 -0.018
C 2.1476 1.5547 -0.3347 -0.714
O 2.5036 2.6995 -0.0349 -0.034
O 1.1463 0.9172 0.1246 -0.100
H 3.6312 1.4473 -1.9187 0.056
H 2.3216 0.2592 -2.0431 0.052
H 3.6040 0.0167 -0.8484 0.073
C 0.7378 -2.8176 -2.6751 -0.045
C 1.1366 -2.6511 -1.1972 -0.726
O 2.1136 -3.2967 -0.8110 -0.025
O 0.4112 -1.8431 -0.5496 -0.081
H 1.1130 -3.7330 -3.1355 0.053
H 1.1025 -1.9636 -3.2571 0.056
H -0.3525 -2.8298 -2.8251 0.051
O -0.5884 0.1962 -2.2403 -0.028
H -0.9023 -0.4812 -2.8436 0.049
H -0.0772 0.8237 -2.7566 0.071
O 2.7016 -1.0130 1.8570 -0.072
H 2.1038 -0.6898 1.1626 -0.003
H 2.8873 -0.2106 2.3529 0.022
O -2.3738 -1.2849 -0.4778 -0.028
H -2.5102 -2.1197 -0.9288 0.061
H -3.1602 -1.0897 0.0431 0.080

=====

<2>
38
Properties=species:S:1:pos:R:3:lowdin_charge:R:1 method="wB97M-V/def2-TZVPD" homo_energy_ev=-2.50 lumo_ev=4.365 total_charge=-2 orbital_gap_ev=6.87 molar_mass_g_mol=355.611
Zn -17.5677 -2.5089 -2.2435 0.667
C -17.1727 -3.5248 2.0783 -0.053
C -18.2393 -3.4910 0.9839 -0.728
O -17.8832 -2.9680 -0.1204 -0.085
O -19.3164 -4.0157 1.2619 -0.024
H -16.4270 -4.2870 1.8124 0.057
H -17.5783 -3.8717 3.0306 0.053
H -16.5360 -2.6464 2.2331 0.056
C -19.2429 -6.1282 -3.9395 -0.023
C -19.5722 -5.0382 -2.9183 -0.710
O -18.8847 -3.9606 -3.0407 -0.121
O -20.4603 -5.2535 -2.1026 -0.007
H -20.1545 -6.4117 -4.4702 0.060
H -18.9274 -7.0205 -3.3919 0.064
H -18.4553 -5.8072 -4.6151 0.066
C -14.5033 -3.7468 -0.3272 -0.036
C -15.0596 -4.3150 -1.6374 -0.713
O -14.5719 -5.3798 -2.0268 -0.035
O -15.9027 -3.6037 -2.2606 -0.075
H -13.5807 -3.2347 -0.6313 0.066
H -14.2643 -4.5505 0.3639 0.061
H -15.1655 -3.0222 0.1443 0.037
C -16.5101 -0.1686 -5.9110 -0.049
C -17.5807 -1.0241 -5.2533 -0.737
O -18.6751 -1.0716 -5.8194 -0.024
O -17.2642 -1.5370 -4.1364 -0.082
H -16.5022 0.8027 -5.3919 0.059
H -16.7248 0.0148 -6.9600 0.054
H -15.4865 -0.5131 -5.7360 0.060
O -16.3796 -0.8061 -1.6766 -0.029
H -15.5337 -1.0877 -1.3136 0.060
H -16.2820 0.1073 -1.9507 0.066
O -19.2597 -1.3076 -2.0429 -0.028
H -19.6558 -0.6865 -2.6616 0.077
H -19.6390 -1.1489 -1.1739 0.079
O -21.0879 -2.5917 -4.0483 -0.098
H -21.7128 -3.0004 -3.4422 0.017
H -20.2275 -2.9331 -3.7060 -0.006

=====

Out of the structures above, which one is the least stable? Solution: <2>.